Below is a cluster of 2 separate species, C18H26B3NO3 in total in a non-equilibrium geometry, with properties calculated with ωB97M-V/def2-TZVPD.

The geometry in XYZ format:
```
51
Properties=species:S:1:pos:R:3:lowdin_charge:R:1
C 1.7088 0.9160 5.1201 -0.1184
C 0.8304 1.1113 3.7597 -0.2293
C 1.5466 0.3353 2.5479 -0.2317
C 1.8256 -1.2137 2.9990 -0.0613
B 0.6760 0.3225 1.1629 -0.4101
O -0.5895 1.0450 1.1770 0.1688
B -1.5508 0.3870 0.3180 -0.2410
O -1.1042 -0.1229 -0.9666 0.1777
B 0.0600 -0.9511 -0.7449 -0.4145
C 0.1203 -2.4796 -1.3476 -0.0780
C 1.3983 -3.3170 -0.8570 -0.1925
C 2.6611 -3.2899 -1.8497 -0.1701
C 2.8650 -1.9267 -2.6488 -0.1734
C 3.9169 -0.9045 -2.1235 -0.0195
C 4.1144 0.4682 -2.8518 -0.0715
C 3.2785 0.8649 -4.0886 -0.0827
C 2.2430 -0.1633 -4.6296 -0.0676
C 2.0433 -1.5305 -3.9082 -0.0383
O 1.1847 -0.3618 -0.0111 0.1967
H 1.5353 1.7791 5.8449 0.0728
H 2.7943 0.7970 4.7857 0.0740
H 1.3752 -0.0831 5.5640 0.0668
H -0.2073 0.6166 3.8869 0.1187
H 0.6626 2.2208 3.5353 0.1137
H 2.5373 0.8752 2.2926 0.1474
H 2.9124 -1.3516 3.3113 0.0881
H 1.0680 -1.4763 3.8185 0.0875
H 1.6018 -1.8938 2.1091 0.0561
H -2.6603 0.3033 0.7159 0.1055
H -0.0545 -2.4978 -2.4831 0.1057
H -0.8090 -3.0045 -0.8926 0.1242
H 1.6628 -2.9656 0.1954 0.0925
H 1.0573 -4.4213 -0.7984 0.1157
H 3.5979 -3.4130 -1.1804 0.1124
H 2.6621 -4.2221 -2.5335 0.1202
H 4.5667 -1.1047 -1.2129 0.0939
H 4.8716 1.2084 -2.4268 0.0824
H 3.3454 1.8571 -4.6476 0.0844
H 1.5682 0.0483 -5.5341 0.0877
H 1.2799 -2.2925 -4.2798 0.0918
C -5.3562 3.7930 0.2449 -0.0803
C -4.4148 2.8743 -0.1955 -0.0710
C -4.8566 1.6226 -0.5934 -0.1580
N -6.1445 1.2439 -0.5745 0.0577
C -7.0345 2.1512 -0.1424 -0.1551
C -6.6947 3.4286 0.2729 -0.0788
H -5.0500 4.7835 0.5634 0.1052
H -3.3615 3.1246 -0.2294 0.1038
H -4.1596 0.8710 -0.9485 0.0906
H -8.0674 1.8180 -0.1355 0.1010
H -7.4563 4.1206 0.6102 0.1000
```

Calculated values
LUMO   0.41 eV
SMILES string   CC[C@@H](C)B1OBOB(CCCc2ccccc2)O1.c1ccncc1
Molar mass   336.8 g mol⁻¹
Relative energy (zero: lowest compared OMol25 entry of this formula, charge and spin)   142.5 kcal/mol
E_tot   -28750.8787 eV